1.
Formula: C36H100O14
Source: OMol25
Level of theory: ωB97M-V with the def2-TZVPD basis set

The geometry in XYZ format:
```
150
Properties=species:S:1:pos:R:3:forces:R:3
O -20.9407 11.4540 20.2397 -0.4 -0.3 0.5
H -21.4817 12.2436 20.2464 -0.2 0.2 0.0
H -20.1857 11.6850 19.6985 0.1 0.0 -0.4
O -19.4149 12.6606 23.2540 0.2 1.2 0.8
H -19.8223 11.8298 23.4988 -0.7 -0.9 0.4
H -18.7504 12.4209 22.6080 0.3 0.2 -0.8
C -13.7339 9.7427 17.7295 -0.5 0.4 0.3
C -12.5718 8.8625 17.4200 1.3 0.3 -0.4
C -11.2554 9.6758 17.4069 -0.4 0.5 -2.1
O -12.4282 7.9455 18.4371 -0.4 -1.8 2.0
H -13.4215 10.2304 18.6529 -0.4 0.5 0.0
H -14.6659 9.2150 17.9321 0.1 -0.4 0.0
H -13.9689 10.4553 16.9389 0.3 0.2 0.1
H -12.7489 8.2246 16.5542 0.2 0.8 -0.9
H -11.1573 10.4478 18.1700 -0.3 -0.4 0.3
H -11.2538 10.2071 16.4552 0.0 0.5 -0.2
H -10.3305 9.1043 17.3288 -0.3 -0.4 0.5
H -12.0346 7.1681 18.0342 0.1 -0.1 0.4
C -13.0050 18.8626 20.0219 0.0 0.4 0.6
C -13.3035 17.5417 20.7532 0.3 0.1 0.3
C -13.1893 16.3161 19.9056 -0.4 -0.8 -0.9
O -12.4294 17.3255 21.8705 0.4 0.0 -0.1
H -12.8551 19.6617 20.7480 0.1 0.0 0.3
H -13.7960 19.2908 19.4062 -0.3 -0.6 -0.2
H -12.0934 18.8406 19.4248 0.0 -0.4 0.0
H -14.2958 17.4762 21.1995 -0.4 0.7 -0.3
H -12.2684 16.1608 19.3434 0.2 0.4 0.2
H -14.0018 16.3326 19.1792 -0.1 0.0 -0.2
H -13.3396 15.4058 20.4860 0.0 0.0 0.2
H -12.2800 18.1330 22.3678 0.0 0.1 -0.1
C -20.1148 9.7607 16.9570 -0.5 -0.3 0.9
C -18.8457 10.1844 17.6910 -1.7 0.2 0.1
C -17.6644 10.1858 16.8457 2.3 0.3 -0.7
O -19.0893 11.5086 18.2045 0.4 0.7 0.1
H -20.3694 10.4419 16.1450 0.3 0.1 -0.1
H -20.9225 9.8270 17.6859 -0.2 0.0 -0.1
H -20.1232 8.7407 16.5727 0.3 0.0 0.0
H -18.6584 9.6603 18.6282 -0.2 -0.6 -0.2
H -17.3770 9.2012 16.4768 -0.1 -0.1 0.1
H -16.8340 10.5996 17.4177 0.3 -0.3 0.2
H -17.6897 10.8577 15.9878 -0.6 0.0 -0.2
H -19.2917 12.1019 17.4774 -0.1 0.0 -0.3
C -19.0390 15.3527 27.4226 -0.8 0.5 0.5
C -18.9011 15.1219 25.9237 -0.2 -0.8 3.3
C -17.4754 15.4579 25.4629 0.3 -1.4 -1.8
O -19.3779 13.7797 25.6517 0.8 2.8 1.8
H -18.6317 14.6005 28.0983 0.4 -0.1 -0.4
H -20.0858 15.4523 27.7098 -0.3 -0.3 -0.2
H -18.6611 16.3404 27.6866 0.5 -0.1 -0.1
H -19.6208 15.8274 25.5086 -0.4 0.1 -1.2
H -17.0904 16.4661 25.6160 -0.7 -0.1 0.5
H -17.4422 15.2766 24.3886 0.3 0.1 -0.2
H -16.8362 14.7011 25.9177 0.2 0.2 0.2
H -19.3839 13.6296 24.7035 0.1 -1.2 -2.9
C -16.9349 6.1290 18.3090 0.0 -0.4 -0.1
C -16.5735 6.0842 19.7923 0.1 3.5 -0.7
C -15.9967 7.4947 20.1960 0.1 -0.2 0.4
O -17.7856 5.8698 20.5144 0.9 -1.0 0.7
H -17.9037 6.6099 18.1737 -0.3 0.0 0.2
H -17.0395 5.1058 17.9480 0.1 0.1 -0.4
H -16.2809 6.7492 17.6960 0.5 -0.4 0.0
H -15.7345 5.4230 20.0091 -0.8 -0.8 0.3
H -15.7968 7.5438 21.2664 -0.4 -0.1 0.2
H -16.6636 8.3150 19.9306 -0.4 0.0 0.0
H -15.0326 7.7929 19.7842 0.1 -0.6 -0.5
H -18.4389 6.5056 20.2138 0.1 0.1 -0.2
C -21.1865 16.4299 19.4654 -1.1 -0.2 -0.1
C -20.3005 15.7939 18.4252 2.0 -1.9 1.0
C -18.9908 15.2992 19.0755 0.7 2.4 1.8
O -20.8061 14.5455 17.9749 -1.4 0.0 -0.9
H -22.1789 16.6165 19.0550 0.2 0.7 -0.5
H -20.7146 17.3267 19.8670 -0.2 0.1 -0.1
H -21.5209 15.7886 20.2809 0.9 -0.5 0.2
H -20.0948 16.4906 17.6125 -0.2 0.0 -0.2
H -18.5415 16.1830 19.5286 0.4 0.4 0.2
H -18.1260 14.8962 18.5486 -0.6 -0.4 -0.8
H -19.1927 14.7018 19.9645 -0.3 -0.5 -0.3
H -20.0369 14.1342 17.5740 -0.3 -0.2 -0.2
C -16.4066 15.7465 16.4117 -0.8 0.3 -0.3
C -15.7156 14.5343 15.7729 -0.2 0.6 3.1
C -15.8072 13.3126 16.7314 0.4 -0.2 0.4
O -16.2817 14.1839 14.5827 -0.6 -1.0 -1.6
H -16.3433 16.6541 15.8114 0.7 0.1 -0.2
H -16.0747 15.9782 17.4238 0.2 -0.1 -0.1
H -17.4915 15.6426 16.4283 -0.2 -0.6 0.3
H -14.6714 14.8429 15.7215 0.4 -0.4 -0.5
H -16.7850 12.9959 17.0943 -0.7 0.2 -1.0
H -15.3756 13.4308 17.7252 0.8 0.8 -0.2
H -15.2934 12.4330 16.3437 -0.2 0.0 -0.4
H -16.5952 14.9160 14.0467 0.2 0.3 0.2
C -17.3931 17.6797 22.4461 -0.6 0.0 -0.3
C -18.5619 18.6329 22.3741 -0.9 1.7 0.5
C -19.6581 18.4633 23.4261 0.2 -1.6 -0.5
O -18.0666 19.9410 22.5712 1.0 0.9 0.1
H -16.8114 17.8447 23.3530 -0.1 0.0 0.1
H -16.7464 17.8452 21.5844 0.1 -0.1 0.1
H -17.8014 16.6699 22.4064 0.3 -0.2 0.0
H -19.0334 18.6930 21.3932 0.0 -0.9 -0.3
H -20.5641 19.0456 23.2585 0.3 0.4 -0.1
H -19.2460 18.6475 24.4182 -0.1 -0.1 0.1
H -19.9811 17.4292 23.3065 -0.3 -0.3 0.5
H -18.7640 20.4752 22.9582 0.1 0.2 -0.1
C -15.9375 11.5912 25.3450 0.5 0.7 1.6
C -15.7930 11.5404 26.9000 0.2 -2.1 -1.4
C -17.1002 11.4742 27.6367 0.1 0.5 -0.5
O -15.1506 10.2812 27.1553 0.8 0.4 0.5
H -16.3668 12.5694 25.1285 -0.2 -0.2 -0.8
H -16.5095 10.7357 24.9857 -0.4 0.3 0.0
H -14.9306 11.4870 24.9407 -0.1 0.3 -0.2
H -15.1531 12.3513 27.2480 0.2 -0.2 0.1
H -16.9449 11.0896 28.6447 -0.1 0.3 0.0
H -17.7216 10.7765 27.0752 -0.4 0.1 0.2
H -17.4959 12.4898 27.6224 -0.7 0.0 0.3
H -15.5042 9.6321 26.5427 0.0 -0.1 0.0
C -20.1267 7.9039 24.4816 -0.1 -0.6 0.1
C -19.5647 9.2534 24.0498 1.9 -2.0 -1.3
C -19.1544 9.2265 22.5503 -0.5 0.4 0.4
O -20.4470 10.2847 24.3206 -0.9 1.1 0.0
H -21.1763 7.8714 24.1893 -0.1 -0.1 0.1
H -20.0219 7.6351 25.5327 -0.3 0.7 0.4
H -19.6456 7.0284 24.0456 0.2 0.3 -0.6
H -18.6192 9.4718 24.5461 0.2 -0.2 0.5
H -19.9595 8.9624 21.8645 -0.2 0.0 0.2
H -18.3416 8.5198 22.3827 0.0 0.0 0.2
H -18.8087 10.2191 22.2617 0.1 0.0 -0.2
H -20.7579 10.1618 25.2204 -0.2 0.1 0.1
C -16.4303 13.7419 21.7296 0.3 0.2 -0.8
C -16.6154 12.7824 20.5366 -0.2 -0.1 0.4
C -15.7021 11.5536 20.5890 0.0 0.2 0.4
O -17.9859 12.3942 20.5564 0.0 -0.1 1.0
H -16.4411 13.2004 22.6755 0.0 -0.1 0.0
H -17.2135 14.5000 21.7212 -0.3 -0.2 0.0
H -15.5061 14.3173 21.6757 0.3 -0.3 0.0
H -16.5212 13.2713 19.5669 0.7 0.5 0.1
H -15.9878 10.8069 19.8482 0.1 0.2 -0.3
H -15.7497 11.0372 21.5477 -0.4 0.1 0.2
H -14.6492 11.8222 20.5026 0.0 0.1 -0.4
H -18.2382 12.2342 19.6441 -0.4 -0.4 -0.3
C -12.2223 13.4100 22.7876 0.1 0.9 0.2
C -11.0173 14.3519 23.1005 0.9 -1.7 -0.4
C -9.7884 13.5052 23.4183 0.2 -0.1 -0.2
O -10.6705 15.1287 21.9765 -0.5 -0.1 0.1
H -12.0812 12.7963 21.8979 0.6 0.1 0.0
H -13.0983 14.0114 22.5448 -0.3 0.1 0.3
H -12.4393 12.7218 23.6046 -0.1 0.2 0.2
H -11.1432 14.9955 23.9711 -0.7 0.1 0.0
H -8.8795 14.0178 23.1033 -0.1 0.3 0.2
H -9.7932 12.5889 22.8280 -0.1 -0.2 0.2
H -9.7355 13.3098 24.4894 0.1 -0.3 -0.1
H -11.4202 15.7245 21.9092 0.1 0.8 -0.5
```
Positions in Å, forces in eV/Å.

Summary:
* 2S+1: 2
* ΔE to the lowest compared entry with this formula, charge and spin: 0.0 kcal/mol
* electronic energy: -2484.501150 Ha
* expectation value of S²: 0.755
* orbital gap (spin up / spin down): 9.2 / 2.5 eV
* total charge: +1
* highest occupied orbital energy (spin up / spin down): -11.368 / -11.368 eV
* F_max: 3.5 eV/Å
* LUMO level (spin up / spin down): -2.2 / -8.8 eV



2.
Formula: C36H103N5O21
Source: OMol25
Level of theory: ωB97M-V with the def2-TZVPD basis set

The geometry in XYZ format:
```
165
Properties=species:S:1:pos:R:3:forces:R:3
C 1.3706 3.3991 -3.6085 -1.0 0.2 0.6
C 1.5923 3.6156 -2.1102 0.0 -0.2 -0.5
O 1.6422 4.9931 -1.7803 0.1 0.2 -0.1
O 2.3742 3.9585 -4.4188 0.4 -0.2 0.0
H 0.3911 3.8347 -3.8534 0.1 0.1 -0.1
H 1.2580 2.3331 -3.8177 0.4 0.0 -0.1
H 2.5037 3.0926 -1.7998 -0.1 0.1 0.1
H 0.7300 3.2275 -1.5654 0.1 -0.2 0.0
H 2.4889 5.3522 -2.0653 0.0 -0.1 0.1
H 2.3449 4.9156 -4.3224 -0.1 0.0 0.0
C -4.3776 2.5849 -1.6782 1.1 0.0 -0.1
C -4.1890 3.0465 -0.2486 -2.2 0.0 0.3
O -3.8806 4.4241 -0.1047 0.6 -0.2 -0.1
O -3.1092 2.5642 -2.3756 -0.7 -0.1 0.0
H -5.0985 3.1960 -2.2309 0.0 0.1 0.1
H -4.7642 1.5644 -1.6694 0.1 0.0 0.0
H -3.5214 2.4036 0.3186 0.5 0.4 -0.2
H -5.1780 2.8700 0.2343 0.3 0.0 -0.1
H -4.5401 4.9257 -0.5933 0.0 0.0 0.0
H -2.9468 3.4476 -2.7168 0.1 0.1 0.1
C 2.7630 2.1719 1.1693 0.1 0.6 -0.2
C 1.9351 1.9296 2.4101 0.0 0.2 -0.1
O 1.7294 3.1936 3.0433 0.1 -0.1 0.0
O 4.1599 2.2911 1.4709 -0.2 -0.4 -0.1
H 2.5048 3.1121 0.6682 -0.6 -0.1 0.1
H 2.5962 1.3759 0.4371 0.3 -0.2 0.2
H 2.5098 1.2600 3.0604 -0.1 -0.1 0.0
H 0.9842 1.4502 2.1511 0.0 0.0 0.0
H 1.3575 3.0498 3.9199 0.0 -0.1 0.0
H 4.2485 3.1252 1.9438 0.2 -0.1 0.1
C -1.0210 -0.3425 4.0513 0.2 0.2 0.1
C -1.7654 -1.5922 4.4634 -0.2 0.2 0.0
O -0.8963 -2.7050 4.2811 -0.1 -0.3 0.2
O -0.3319 0.2822 5.1335 0.1 0.0 0.0
H -1.7248 0.4090 3.6982 0.0 0.0 -0.1
H -0.3270 -0.5923 3.2382 -0.1 0.2 0.1
H -2.6827 -1.7099 3.8741 0.4 0.0 0.4
H -2.0575 -1.4948 5.5147 0.0 0.0 0.0
H -1.4083 -3.5193 4.2506 -0.1 0.0 0.1
H 0.4034 -0.2781 5.4029 0.0 0.0 0.0
C 1.1785 -5.1894 -1.3742 0.6 0.3 -1.0
C 1.4520 -3.7289 -1.7138 0.5 0.0 0.1
O 2.1910 -3.6829 -2.9281 0.0 0.0 -0.1
O 0.3585 -5.2764 -0.2402 -0.3 -0.2 0.2
H 2.1470 -5.6921 -1.2452 -0.1 0.0 0.2
H 0.7491 -5.6221 -2.2877 -0.3 -0.1 0.3
H 2.0182 -3.2529 -0.9035 -0.2 0.0 0.0
H 0.5309 -3.1643 -1.8700 -0.1 -0.2 0.1
H 3.0922 -3.3938 -2.7670 0.0 0.0 0.1
H -0.0978 -6.1219 -0.2675 0.0 0.0 0.1
C -4.3056 -1.8761 -3.6654 0.0 0.9 -0.2
C -5.3773 -0.8119 -3.8239 0.1 0.1 0.1
O -6.6901 -1.3001 -3.5716 0.2 0.2 0.0
O -4.1896 -2.2892 -2.3182 -0.2 0.0 0.2
H -3.3724 -1.4272 -4.0297 0.0 -0.3 0.0
H -4.5664 -2.7100 -4.3157 0.1 -0.3 0.3
H -5.3345 -0.4190 -4.8429 -0.3 -0.1 0.0
H -5.1411 0.0381 -3.1621 0.0 -0.2 0.0
H -6.6753 -1.6712 -2.6816 0.0 -0.1 -0.1
H -3.8488 -1.5091 -1.8311 0.2 -0.2 -0.3
C 4.1868 -1.8547 1.5730 -0.3 0.0 0.5
C 5.5126 -1.2027 1.3252 -0.1 0.3 0.0
O 5.3858 -0.1765 0.3579 0.0 -0.1 -0.3
O 4.3434 -2.7490 2.6523 -0.2 -0.3 -0.4
H 3.8215 -2.3615 0.6720 -0.1 0.1 0.0
H 3.4916 -1.0425 1.8522 -0.2 -0.2 -0.2
H 6.2248 -1.9321 0.9484 0.2 0.1 0.0
H 5.8419 -0.7800 2.2787 0.3 -0.2 0.0
H 4.7072 0.4399 0.6618 0.3 0.2 0.1
H 3.4600 -3.1216 2.8475 0.2 0.3 0.4
C -5.0717 -1.3669 1.8211 0.0 -0.5 0.3
C -5.0156 -0.0302 2.4923 -0.1 1.0 0.1
O -3.7917 0.5735 2.0863 0.3 -0.1 0.0
O -4.1331 -2.2802 2.3968 -0.1 0.2 -0.3
H -4.8991 -1.2282 0.7475 0.0 -0.1 0.0
H -6.0452 -1.8368 1.9591 0.0 0.1 -0.1
H -5.0667 -0.1079 3.5851 0.1 -0.3 0.0
H -5.8626 0.6094 2.1975 0.1 -0.2 -0.1
H -3.7253 1.4770 2.4559 -0.6 -0.2 0.0
H -3.2703 -1.8480 2.4009 -0.2 0.0 -0.5
C 3.6084 -0.0177 -2.8383 0.4 0.1 -0.5
C 4.9677 0.6167 -3.1139 0.4 0.1 0.0
C 5.0149 2.0025 -2.4860 -0.7 0.0 0.1
O 6.2993 2.5472 -2.6318 0.0 -0.4 -0.4
C 6.5217 3.5881 -1.7453 0.4 0.6 0.5
N 6.0587 -0.2502 -2.6135 -0.6 0.7 0.3
H 2.8143 0.6576 -3.1628 -0.1 -0.1 0.1
H 3.5069 -0.2369 -1.7723 -0.1 0.0 0.0
H 3.5189 -0.9393 -3.4119 -0.1 -0.1 0.1
H 5.1226 0.7922 -4.1861 -0.1 -0.3 0.0
H 4.7351 1.9546 -1.4181 0.2 -0.1 0.0
H 4.2685 2.6549 -2.9761 0.2 -0.1 0.0
H 6.4791 3.2435 -0.7032 -0.1 0.0 0.0
H 5.8001 4.4065 -1.8768 0.0 0.0 0.0
H 7.5233 3.9781 -1.9285 0.0 0.0 0.0
H 5.8003 -0.3996 -1.6339 0.3 -0.2 -0.1
H 6.8596 0.3796 -2.5410 0.1 -0.4 -0.2
C -1.9464 3.4264 2.7846 0.3 -0.1 -0.2
C -2.9004 3.2382 3.9650 0.4 0.5 -0.6
C -2.7595 4.4198 4.9257 -0.6 0.4 0.2
O -1.6156 4.2326 5.7210 0.0 0.2 -0.1
C -1.4355 5.2421 6.7057 0.0 -0.2 -0.3
N -4.2881 3.0732 3.4322 0.6 0.4 0.9
H -1.9437 2.5680 2.1034 -0.2 0.0 0.1
H -0.9133 3.5255 3.1183 0.0 0.1 0.2
H -2.1736 4.3187 2.1939 -0.2 -0.1 0.1
H -2.5546 2.3510 4.5028 -0.5 -0.1 0.1
H -3.6725 4.5409 5.5454 0.2 -0.3 0.0
H -2.6977 5.3723 4.3630 0.2 -0.2 0.0
H -0.3783 5.2439 6.9602 0.0 0.0 0.2
H -2.0424 5.0207 7.5884 0.0 0.1 0.0
H -1.6975 6.2344 6.3225 0.0 -0.1 0.0
H -4.5454 3.9811 3.0429 0.0 -0.2 -0.3
H -4.9124 2.9590 4.2329 0.0 -0.1 -0.2
C -0.3641 -0.3613 -1.9294 -0.3 0.9 0.0
C -1.3665 -0.7220 -0.8641 -0.5 -1.3 0.3
C -0.9369 -0.3558 0.5400 0.2 1.8 0.3
O 0.2587 -0.8766 1.0526 0.2 0.1 -0.7
C 0.0854 -2.2508 1.2660 0.1 -0.7 0.4
N -2.6885 -0.1175 -1.0850 -0.1 0.5 0.3
H -0.1260 0.7113 -1.8697 0.1 -0.1 0.1
H -0.8133 -0.5079 -2.9132 0.2 -0.3 0.0
H 0.5549 -0.9202 -1.7859 0.1 -0.1 -0.2
H -1.5119 -1.8115 -0.9099 -0.1 0.1 -0.1
H -1.7541 -0.5164 1.2588 0.0 -0.3 -0.1
H -0.8123 0.7448 0.5081 0.1 -0.2 0.2
H -0.7336 -2.3840 1.9853 0.1 -0.3 -0.1
H 1.0031 -2.6538 1.6890 0.0 0.0 0.1
H -0.1407 -2.8242 0.3675 0.0 0.1 -0.1
H -2.5721 0.8893 -1.2130 0.1 -0.2 -0.4
H -3.2154 -0.1630 -0.2057 0.2 -0.1 -0.2
C -0.3287 -0.6331 -6.7711 0.2 -0.4 0.3
C -1.6558 0.0784 -6.6493 0.3 -0.1 0.3
C -1.8873 1.1245 -7.7378 0.3 -0.2 0.3
O -3.0718 1.8515 -7.5301 -0.3 0.6 0.4
C -3.0137 2.7521 -6.4157 -0.5 -1.1 0.2
N -2.7415 -0.9068 -6.5629 -0.8 0.8 -0.5
H -0.1653 -1.2376 -5.8750 -0.1 0.0 0.0
H 0.5001 0.0745 -6.8154 0.0 -0.1 -0.3
H -0.3143 -1.3429 -7.6021 0.1 0.3 -0.2
H -1.6030 0.5859 -5.6773 -0.3 0.1 -0.1
H -2.0028 0.6030 -8.6901 0.0 0.1 -0.1
H -1.0333 1.8153 -7.7998 0.0 -0.1 0.0
H -2.1000 3.3524 -6.4190 -0.2 0.2 -0.2
H -3.0628 2.2118 -5.4516 0.2 0.0 -0.3
H -3.9430 3.3195 -6.4459 0.3 0.4 -0.2
H -2.8542 -1.3609 -7.4732 0.4 -0.1 0.2
H -3.5951 -0.3351 -6.5448 0.1 -0.3 0.3
C 1.5234 -5.5384 2.9802 -0.3 -0.1 0.2
C 2.1201 -4.9220 4.2324 -0.6 0.5 0.6
C 3.5532 -5.3333 4.4905 0.1 0.1 -0.6
O 3.5770 -6.7388 4.5602 -0.4 0.0 0.3
C 4.7030 -7.2284 5.2165 0.8 -0.5 -0.4
N 1.9899 -3.4439 4.1157 -0.5 -0.1 0.1
H 0.4582 -5.2849 2.9564 0.0 0.0 -0.2
H 1.5936 -6.6253 2.9889 0.1 0.0 0.0
H 1.9749 -5.1612 2.0620 0.1 0.1 0.0
H 1.5444 -5.2518 5.1155 0.0 -0.2 -0.3
H 3.9171 -4.8961 5.4294 0.0 0.1 -0.1
H 4.1924 -5.0072 3.6572 0.1 0.1 0.2
H 5.6232 -7.0668 4.6265 -0.2 0.2 0.1
H 4.5873 -8.3099 5.2828 -0.1 0.0 0.3
H 4.8570 -6.7813 6.2039 -0.2 -0.1 0.1
H 2.0822 -2.9862 5.0238 0.5 -0.3 -0.1
H 1.0056 -3.2290 3.9119 0.5 -0.2 -0.2
```
Positions in Å, forces in eV/Å.

Summary:
* 2S+1: 1
* ΔE to the lowest compared entry with this formula, charge and spin: 0.0 kcal/mol
* electronic energy: -3287.030934 Ha
* orbital gap: 8.9 eV
* highest occupied orbital energy: -8.758 eV
* F_max: 2.2 eV/Å
* LUMO level: 0.1 eV